No. 1
The following is a DFT calculation (wB97M-V/def2-TZVPD) of C38H29CaN5O7S2Se as an isolated structure.

Calculated values
energy relative to the best compared isomer or geometry (same formula, charge and spin) = 0.032 eV
E_HOMO = -1.39 eV
LUMO = 4.0 eV
DFT total energy = -167124.0247 eV
charge = -2
orbital gap = 0.1975 Ha

Cartesian coordinates (Å):
1 Ca -1.22783 -0.36912 -0.22798
2 O 3.60101 2.86670 3.03863
3 C 3.46430 3.83044 2.11145
4 O 4.30731 4.68121 1.97717
5 C 2.22484 3.70990 1.28668
6 C 2.31897 3.64239 -0.09584
7 C 1.22459 3.24728 -0.84822
8 C 0.02250 2.95329 -0.21298
9 C -0.10890 3.14687 1.16006
10 C 0.99475 3.50108 1.90686
11 N -0.99237 2.23541 -0.87439
12 C -1.30524 2.51583 -2.06912
13 C -2.25262 1.66738 -2.81006
14 C -2.61907 1.98523 -4.10588
15 C -3.44655 1.10715 -4.78784
16 C -3.87169 -0.03899 -4.14709
17 C -3.46610 -0.26550 -2.83544
18 N -2.68853 0.57768 -2.17247
19 H 2.96725 2.13535 2.86301
20 H 3.28068 3.79448 -0.56885
21 H 1.33830 3.01696 -1.90114
22 H -1.04789 2.89291 1.63432
23 H 0.92517 3.54663 2.98705
24 H -0.88995 3.38106 -2.59276
25 H -2.21231 2.86665 -4.58301
26 H -3.72407 1.30292 -5.81573
27 H -4.49234 -0.76894 -4.64805
28 H -3.76977 -1.15397 -2.29632
29 C -0.29475 -0.79584 5.28134
30 C -0.09809 0.56044 5.09002
31 C -1.03137 1.26466 4.35044
32 C -2.10769 0.57564 3.80738
33 N -2.32136 -0.72150 4.00850
34 C -1.42354 -1.38249 4.72922
35 C -3.09275 1.28358 2.93528
36 C -4.05963 2.10678 3.49967
37 C -4.97537 2.73153 2.67068
38 C -4.89353 2.51044 1.30801
39 C -3.88585 1.68678 0.83288
40 N -2.98999 1.08990 1.61881
41 H 0.42031 -1.39657 5.82762
42 H 0.78219 1.05481 5.47999
43 H -0.91101 2.32203 4.15184
44 H -1.61070 -2.44333 4.86027
45 H -4.09585 2.22717 4.57451
46 H -5.75049 3.36467 3.08506
47 H -5.60135 2.94813 0.61786
48 H -3.79314 1.48401 -0.22717
49 O 0.03904 -3.71855 -2.15794
50 C 0.16907 -2.52629 -2.46989
51 O -0.38313 -1.55692 -1.85892
52 C 1.15814 -2.16220 -3.57499
53 C 2.11361 -3.15181 -3.82326
54 C 3.14622 -2.99493 -4.72948
55 C 3.21996 -1.79678 -5.43455
56 C 2.27750 -0.81370 -5.22204
57 C 1.21426 -0.93601 -4.29546
58 S 0.08004 0.39730 -4.23438
59 H 2.01054 -4.07204 -3.26204
60 H 3.87501 -3.78322 -4.88266
61 H 4.01445 -1.63018 -6.15631
62 H 2.32694 0.11287 -5.78131
63 C 4.54723 -5.09691 0.22004
64 C 3.69984 -3.92797 0.64606
65 C 4.21189 -2.93301 1.47120
66 C 3.45077 -1.82014 1.80628
67 C 2.15827 -1.70969 1.32292
68 C 1.62155 -2.70677 0.51709
69 C 2.39310 -3.80372 0.17957
70 S 1.22294 -0.22664 1.58636
71 O -0.14343 -0.64289 1.93703
72 O 1.91119 0.51228 2.63598
73 O 1.17538 0.43239 0.28307
74 H 5.43520 -5.19378 0.84647
75 H 4.87496 -4.97047 -0.81444
76 H 3.98472 -6.03033 0.27032
77 H 5.22715 -3.01819 1.84417
78 H 3.85313 -1.03421 2.43143
79 H 0.62101 -2.64139 0.10943
80 H 1.96133 -4.54455 -0.48361
81 Se -6.31909 -1.47771 0.72918
82 C -4.55190 -1.49802 0.36211
83 N -3.41736 -1.51494 0.10831

Atoms 1-2, force components in eV/Å:
Ca -0.3 0.3 -0.1
O -0.1 -0.1 0.0

These are the Mulliken partial charges, in e, on atoms 1 to 6: 2.460 -0.507 0.300 -0.630 0.279 -1.010

=====

No. 2
The following is a DFT calculation (wB97M-V/def2-TZVPD) of C8H13NPRe as an isolated structure in a non-equilibrium geometry.

Calculated values
E_HOMO (alpha / beta) = -9.94 / -12.96 eV
LUMO (alpha / beta) = -3.4 / -4.4 eV
expectation value of S² = 3.773
DFT total energy = -21401.5893 eV
2S+1 = 4
charge = +1
orbital gap (alpha / beta) = 0.2407 / 0.3147 Ha

Cartesian coordinates (Å):
1 C -2.72180 -0.66511 -0.02057
2 C -2.81431 -1.97362 -0.70843
3 C -2.31705 -2.18993 -2.02116
4 C -1.26026 -1.40844 -2.48032
5 C -0.82261 -0.24818 -1.77761
6 Re -1.00108 -1.28376 -0.23328
7 P -0.64433 -0.63031 2.29948
8 H -3.45888 -0.26431 0.69280
9 H -3.60550 -2.69369 -0.46202
10 H -2.72364 -2.98103 -2.67404
11 H -0.12003 0.52139 -2.11644
12 H -0.81662 -1.60869 -3.46443
13 H 0.49549 -0.96655 3.06100
14 H -1.59111 -0.96978 3.26405
15 H -0.74186 0.77366 2.49171
16 C 3.33768 2.63116 0.05608
17 C 2.60183 1.55765 0.90415
18 C 1.52327 0.78724 0.29591
19 N 0.57625 0.10744 0.17681
20 H 3.69684 2.12928 -0.86423
21 H 4.19140 3.03423 0.65831
22 H 2.60050 3.42967 -0.16375
23 H 3.37255 0.85820 1.26321
24 H 2.24326 2.05350 1.82274

Atoms 1-2, force components in eV/Å:
C -3.7 0.3 0.9
C -4.2 -0.5 -0.6

These are the Mulliken partial charges, in e, on atoms 1 to 6: -1.101 0.200 -0.478 -0.106 -0.866 1.115

=====

No. 3
The following is a DFT calculation (wB97M-V/def2-TZVPD) of a 2-piece molecular cluster, C22H36BrFNO7SSi overall in a non-equilibrium geometry.

Calculated values
E_HOMO = -10.92 eV
LUMO = -4.4 eV
DFT total energy = -130687.3913 eV
charge = +1
orbital gap = 0.2391 Ha

Cartesian coordinates (Å):
1 C -6.46336 2.42700 1.01006
2 C -5.02395 2.09667 0.62286
3 O -4.09685 2.92703 1.34369
4 C -3.01490 2.24201 1.80973
5 O -2.73775 2.28766 2.98660
6 C -2.16253 1.39162 0.86154
7 C -0.70278 1.84187 0.85827
8 C 0.24117 0.87634 0.05752
9 C 0.62977 -0.31244 0.90805
10 C 0.06691 -1.55650 0.58856
11 C -0.87047 -1.76388 -0.58849
12 O -1.90692 -1.14826 -0.64189
13 O -0.41133 -2.60841 -1.50055
14 C -1.43442 -3.08972 -2.40353
15 C -1.39848 -2.29033 -3.70675
16 F -0.83828 -3.07570 -4.71865
17 C 0.42104 -2.64179 1.37577
18 Br -0.27853 -4.37665 1.04213
19 C 1.28909 -2.47476 2.40749
20 N 1.82841 -1.29961 2.70688
21 Si 3.02796 -1.30196 4.10496
22 C 2.85538 -2.84120 5.19509
23 C 4.73547 -1.47621 3.32223
24 C 2.89914 0.16509 5.27076
25 C 1.50770 -0.21944 1.96783
26 C 2.14301 1.12276 2.26616
27 O 3.55321 1.10850 1.99122
28 C 3.84733 1.89055 0.86710
29 C 4.14997 1.10461 -0.41365
30 O 3.89781 3.08693 0.90976
31 H -6.69929 3.47841 0.83072
32 H -6.64599 2.17699 2.05913
33 H -7.14124 1.82154 0.39910
34 H -4.91334 2.31260 -0.44894
35 H -4.86955 1.02460 0.79444
36 H -2.62120 1.43447 -0.13292
37 H -2.26333 0.36211 1.21994
38 H -0.66141 2.83005 0.38914
39 H -0.35692 1.87931 1.89616
40 H -0.26036 0.60966 -0.87238
41 H 1.10771 1.49294 -0.20763
42 H -2.42615 -3.16693 -1.95868
43 H -1.13652 -4.11019 -2.66769
44 H -0.75033 -1.41348 -3.64080
45 H -2.40524 -2.03552 -4.04437
46 H 1.54713 -3.37136 2.96111
47 H 1.85753 -2.84977 5.65377
48 H 3.59978 -2.74655 5.98910
49 H 2.98367 -3.76607 4.62499
50 H 4.71538 -2.39532 2.71864
51 H 5.45467 -1.66651 4.12690
52 H 5.01863 -0.62367 2.70669
53 H 3.22754 -0.15977 6.26086
54 H 1.93237 0.67496 5.27466
55 H 3.63524 0.91053 4.93417
56 H 1.94046 1.47191 3.28251
57 H 1.72468 1.90515 1.63244
58 H 3.80693 1.66122 -1.28360
59 H 5.23330 0.95237 -0.42849
60 H 3.63248 0.14306 -0.32459
61 C -1.13995 2.22570 -7.37129
62 S -2.01682 1.00534 -6.38574
63 O -1.20656 0.76162 -5.15602
64 C -1.72668 -0.37641 -7.49882
65 H -1.16072 3.17366 -6.83741
66 H -0.10677 1.90938 -7.51556
67 H -1.63896 2.33935 -8.33349
68 H -0.65487 -0.52201 -7.63407
69 H -2.20549 -0.17527 -8.45705
70 H -2.16263 -1.26987 -7.05563

Atoms 1-2, force components in eV/Å:
C 0.2 -0.1 0.2
C -0.9 0.3 -0.9

These are the Mulliken partial charges, in e, on atoms 1 to 6: -1.334 -0.089 -0.304 0.146 -0.571 -0.281

=====

No. 4
The following is a DFT calculation (wB97M-V/def2-TZVPD) of C19H24N4SSeSiW as an isolated structure.

Calculated values
energy relative to the best compared isomer or geometry (same formula, charge and spin) = 0.196 eV
E_HOMO = -13.87 eV
LUMO = -7.3 eV
DFT total energy = -111925.3322 eV
charge = +2
orbital gap = 0.2429 Ha

Cartesian coordinates (Å):
1 W 0.42080 0.80506 0.52644
2 N -3.41967 2.10442 -0.25736
3 C -3.53970 1.01439 -1.12940
4 C -4.59691 0.57724 -1.91532
5 C -4.36199 -0.55734 -2.66549
6 C -3.12603 -1.22472 -2.63230
7 C -2.08110 -0.78108 -1.84725
8 C -2.31202 0.35874 -1.08877
9 N -1.48073 1.05232 -0.20133
10 C -2.19734 2.09162 0.25600
11 C -1.54299 2.98760 1.19364
12 C -1.91708 4.12054 1.82829
13 S -0.61958 4.71151 2.77863
14 C 0.35441 3.42677 2.28584
15 N -0.23768 2.58872 1.46151
16 H -4.14037 2.78292 -0.06036
17 H -5.54820 1.09040 -1.94329
18 H -5.14962 -0.94392 -3.29709
19 H -2.99539 -2.10955 -3.23984
20 H -1.12826 -1.29217 -1.81823
21 H -2.86297 4.63794 1.79724
22 H 1.37405 3.30061 2.61918
23 C -2.05022 -1.32221 2.00592
24 C -0.63859 -1.33513 2.47392
25 C -0.06671 -1.94488 3.53632
26 C 1.34161 -1.62826 3.56085
27 C 1.60388 -0.84922 2.49577
28 C 2.84614 -0.19464 1.98694
29 N 0.38975 -0.63445 1.78957
30 H -2.63815 -1.98932 2.63259
31 H -2.14052 -1.66844 0.97476
32 H -2.50357 -0.32929 2.07744
33 H -0.58803 -2.56520 4.24808
34 H 2.05840 -1.95544 4.29724
35 H 3.51708 0.04854 2.80937
36 H 2.64017 0.77145 1.48154
37 H 3.39077 -0.81512 1.27667
38 C 4.73952 -0.42633 -1.55195
39 Si 3.00104 -0.81303 -2.04584
40 C 2.22229 -2.26740 -1.19347
41 C 2.71273 -0.78109 -3.87073
42 Se 1.73474 1.15760 -1.38523
43 H 5.38727 -1.24716 -1.87195
44 H 4.86108 -0.30545 -0.47569
45 H 5.08686 0.48480 -2.04052
46 H 2.77123 -3.16915 -1.48014
47 H 1.18662 -2.40012 -1.50995
48 H 2.24709 -2.20010 -0.10545
49 H 3.25018 -1.61821 -4.32536
50 H 3.08861 0.13997 -4.31775
51 H 1.65710 -0.88478 -4.12369

Atoms 1-2, force components in eV/Å:
W 0.0 0.0 0.1
N 0.0 0.0 0.0

These are the Mulliken partial charges, in e, on atoms 1 to 6: 0.830 0.019 0.491 -1.144 -0.517 -0.735

=====

No. 5
The following is a DFT calculation (wB97M-V/def2-TZVPD) of one molecule with the formula C7H9N3 in a non-equilibrium geometry.

Calculated values
energy relative to the best compared isomer or geometry (same formula, charge and spin) = 5.962 eV
E_HOMO (alpha / beta) = -6.89 / -7.07 eV
LUMO (alpha / beta) = 0.1 / 0.0 eV
DFT total energy = -11869.5279 eV
orbital gap (alpha / beta) = 0.2577 / 0.2612 Ha

Cartesian coordinates (Å):
1 C -0.43728 1.01848 -0.18425
2 C 0.34547 -1.14042 1.68988
3 C 0.53598 0.20856 1.84282
4 C -1.31059 -0.78476 -1.45387
5 C 1.43197 0.71078 2.76182
6 C -0.06407 -0.03583 -1.17268
7 C 0.50105 0.53578 -2.47491
8 N -0.20601 1.07827 1.06347
9 N -0.23902 -2.19163 1.84175
10 N -2.49760 -0.90701 -1.24537
11 H -1.06595 1.81369 -0.57423
12 H 1.58398 1.76916 2.83206
13 H 1.96232 0.06010 3.42936
14 H 0.65659 -0.73723 -0.72800
15 H -0.19074 1.25634 -2.90560
16 H 0.66600 -0.26190 -3.19545
17 H 1.44644 1.03518 -2.27612
18 H 0.00030 -3.06664 1.39380
19 H -3.11884 -0.36090 -0.64448

Atoms 1-2, force components in eV/Å:
C 0.3 0.1 0.9
C 0.1 -0.5 -0.4

These are the Mulliken partial charges, in e, on atoms 1 to 6: -0.394 0.243 0.601 -0.044 -1.264 0.866

=====

Among the records above, which one has the lowest DFT total energy?
C38H29CaN5O7S2Se

=====

Which of these has the lowest DFT total energy?
C38H29CaN5O7S2Se

=====

Which of these has the highest DFT total energy?
C7H9N3